12
Properties=species:S:1:pos:R:3 method="wB97M-V/def2-TZVPD" de_lowest_ev=2.256 smiles=O.O.O.O homo_lumo_gap_ev=11.0901
O 18.859 -43.407 14.191
H 18.001 -43.635 13.920
H 18.863 -43.605 15.182
O 18.107 -39.375 12.543
H 18.344 -38.508 12.301
H 17.982 -39.607 11.666
O 16.787 -42.281 12.596
H 16.276 -42.375 13.435
H 16.368 -41.811 11.857
O 14.795 -42.551 14.476
H 14.790 -43.578 14.343
H 14.003 -42.248 14.429

12
Properties=species:S:1:pos:R:3 method="wB97M-V/def2-TZVPD" de_lowest_ev=0.845 smiles=O.O.O.O homo_lumo_gap_ev=10.6466
O 0.512 2.762 1.594
H 0.016 2.078 1.120
H 1.217 3.018 0.994
O -1.243 0.975 -0.022
H -1.903 1.089 -0.712
H -0.805 0.141 -0.240
O 1.315 -1.378 1.133
H 1.766 -1.007 0.368
H 0.481 -1.708 0.784
O -0.608 -1.701 -1.460
H -0.589 -2.642 -1.250
H -0.158 -1.627 -2.308

12
Properties=species:S:1:pos:R:3 method="wB97M-V/def2-TZVPD" de_lowest_ev=0.980 smiles=O.O.O.O homo_lumo_gap_ev=11.4743
O 2.156 0.105 0.395
H 1.612 -0.592 0.811
H 2.348 -0.327 -0.395
O -0.173 1.694 -0.408
H 0.478 1.676 0.281
H 0.245 1.733 -1.237
O -2.044 -0.102 0.318
H -1.700 0.677 -0.135
H -2.386 0.048 1.217
O -0.031 -1.472 -0.602
H -0.868 -1.204 -0.204
H 0.363 -2.234 -0.040

12
Properties=species:S:1:pos:R:3 method="wB97M-V/def2-TZVPD" de_lowest_ev=6.220 homo_lumo_gap_ev=8.9496
O -0.648 1.848 -1.675
H 0.004 1.534 -1.049
H -1.225 2.410 -1.158
O 0.614 -0.822 1.971
H -0.023 -0.327 1.455
H 1.176 -1.243 1.320
O -0.365 -1.183 0.079
H 0.069 -2.021 0.239
H -0.847 -1.315 -0.737
O 0.211 0.703 -0.195
H 1.144 0.565 -0.354
H -0.111 -0.147 0.104

13
Properties=species:S:1:pos:R:3 method="wB97M-V/def2-TZVPD" de_lowest_ev=2.087 charge=+2 multiplicity=3 homo_lumo_gap_ev="10.0143 / 8.3411"
Pd 0.016 0.025 -0.005
O -0.081 -0.286 1.634
H -0.324 -1.163 1.967
H -0.240 0.401 2.334
O -0.091 -1.409 -0.925
H -0.771 -2.103 -0.863
H 0.349 -1.602 -1.769
O -1.186 1.101 -0.455
H -1.728 0.848 -1.201
H -1.735 1.723 0.034
O 1.498 0.767 -0.323
H 2.248 0.825 -0.913
H 2.039 0.874 0.488

13
Properties=species:S:1:pos:R:3 method="wB97M-V/def2-TZVPD" de_lowest_ev=0.769 charge=+1 homo_lumo_gap_ev=11.8406
Rb 10.685 19.692 4.574
O 8.598 21.238 3.822
H 8.042 20.511 3.572
H 8.680 21.749 3.008
O 13.697 19.751 3.293
H 13.563 19.250 2.535
H 13.577 19.206 4.063
O 9.410 17.715 6.173
H 9.149 17.685 7.116
H 9.064 16.922 5.848
O 10.933 19.723 1.635
H 11.269 20.422 1.088
H 11.197 18.989 1.166

13
Properties=species:S:1:pos:R:3 method="wB97M-V/def2-TZVPD" de_lowest_ev=2.721 smiles=P[Si]#[PH2].[PH2]#[PH2] homo_lumo_gap_ev=6.7840
P 1.284 1.475 -0.358
Si 2.583 0.085 0.975
P 2.514 -1.992 -0.046
H 0.812 2.280 0.913
H 2.366 2.195 -0.523
H 1.436 -1.649 -0.880
H 1.704 -2.574 0.959
P -1.296 -0.303 0.280
P -3.172 0.249 -0.593
H -0.828 -0.750 -1.021
H -1.657 -1.374 1.054
H -2.391 1.089 -1.274
H -3.355 1.270 0.514

18
Properties=species:S:1:pos:R:3 method="wB97M-V/def2-TZVPD" charge=+1 homo_lumo_gap_ev=6.4576
N 3.592 -1.364 -0.796
P 3.357 -0.007 0.114
O 1.997 -0.378 1.184
P 0.585 0.221 0.304
O 0.739 -0.176 -1.218
O 0.575 1.986 0.452
O -0.870 -0.343 1.074
N -1.737 -0.887 0.204
H 4.562 -1.708 -0.622
H 3.001 1.125 -0.741
H 4.563 0.269 0.902
H 0.977 2.356 -0.405
H -1.295 -1.603 -0.419
H -2.409 -1.455 0.804
O -4.493 0.411 -0.399
H -4.447 1.397 -0.487
H -5.106 0.140 0.331
H -3.592 0.016 -0.281

19
Properties=species:S:1:pos:R:3 method="wB97M-V/def2-TZVPD" charge=-2 homo_lumo_gap_ev=2.3083
Na -7.979 -6.782 -8.789
Na -9.164 -8.496 -4.157
Na -10.614 -3.853 -4.337
O -6.463 -10.717 -7.234
H -5.775 -11.400 -7.114
O -10.933 -12.373 -3.331
H -11.886 -12.558 -3.433
O -11.833 -7.477 -6.960
H -11.756 -8.334 -7.423
O -10.978 -6.153 -0.989
H -11.927 -6.308 -0.817
O -6.742 -5.089 -5.450
H -6.709 -4.411 -6.152
O -5.706 -9.557 -1.455
H -5.549 -10.448 -1.141
H -4.836 -9.160 -1.495
O -10.423 -10.066 0.699
H -10.417 -10.702 -0.016
H -10.363 -9.216 0.264

14
Properties=species:S:1:pos:R:3 method="wB97M-V/def2-TZVPD" de_lowest_ev=0.305 charge=-1 homo_lumo_gap_ev=9.2952
O 0.975 0.976 -0.380
H 1.110 0.884 -1.311
O 2.920 0.433 1.453
H 2.467 -0.239 1.892
H 2.190 0.889 0.905
O 0.110 -1.331 -0.033
H 0.719 -1.825 0.527
H 0.487 -0.389 -0.167
O -1.542 1.493 -1.540
H -0.620 1.243 -1.177
H -1.979 0.637 -1.652
O -2.676 -1.082 0.528
H -2.313 -0.147 0.634
H -1.848 -1.540 0.321

4
Properties=species:S:1:pos:R:3 method="wB97M-V/def2-TZVPD" de_lowest_ev=1.491 homo_lumo_gap_ev="7.4460 / 5.2563"
S 0.276 1.157 -0.785
S -1.011 2.081 0.385
I 3.811 -0.028 0.056
H 1.366 1.184 -0.107

7
Properties=species:S:1:pos:R:3 method="wB97M-V/def2-TZVPD" de_lowest_ev=2.181 charge=-1 multiplicity=3 homo_lumo_gap_ev="6.7943 / 5.0346"
N -1.682 1.210 -1.491
N -0.677 0.665 -1.497
O -0.104 -0.244 -2.021
O 0.222 -1.972 3.175
O 0.283 1.137 -0.220
S 1.159 -1.075 2.355
H 0.798 0.278 -0.301